[1]
# C2H8NS

2 unconnected molecules or ions with the total composition C2H8NS in a non-equilibrium geometry (ωB97M-V/def2-TZVPD, the Open Molecules 2025 dataset).

```
12
C2H8NS | the Open Molecules 2025 dataset | ωB97M-V/def2-TZVPD
N 0.688 0.426 -3.009
H 1.522 -0.097 -2.758
H 0.695 1.233 -2.390
H -0.076 -0.140 -2.615
C -0.486 -0.877 1.026
C -0.300 0.421 1.815
S 0.486 1.724 0.784
H 0.416 -1.135 0.467
H -1.279 -0.787 0.276
H -0.781 -1.734 1.642
H 0.397 0.195 2.626
H -1.283 0.771 2.135
```

Computed properties:
spin multiplicity	1
frontier orbital gap	6.7	eV
charge	-1

***

[2]
# C2H8NS

A molecular structure, C2H8NS in a non-equilibrium geometry (ωB97M-V/def2-TZVPD, the Open Molecules 2025 dataset).

```
12
C2H8NS | the Open Molecules 2025 dataset | ωB97M-V/def2-TZVPD
C 0.187 -0.146 -0.827
C 1.124 0.595 0.020
S 1.774 -0.396 -2.095
N -1.953 -0.328 1.346
H -0.096 -1.134 -0.603
H -0.568 0.415 -1.358
H 1.623 -0.022 0.700
H 0.856 1.648 0.226
H 2.464 0.716 -1.927
H -2.444 -0.289 2.261
H -1.903 -1.262 0.947
H -1.063 0.202 1.310
```

Computed properties:
spin multiplicity	1
frontier orbital gap	6.1	eV
charge	+1

***

[3]
# C2H8NS

2 unconnected molecules or ions with the total composition C2H8NS (ωB97M-V/def2-TZVPD, the Open Molecules 2025 dataset).

```
12
C2H8NS | the Open Molecules 2025 dataset | ωB97M-V/def2-TZVPD
C -1.180 -1.272 0.692
C -0.891 -2.163 1.608
N -0.296 -1.058 -0.468
H -2.051 -0.632 0.692
H -1.572 -2.282 2.435
H 0.007 -2.767 1.569
H 0.096 -0.085 -0.503
H 0.473 -1.730 -0.484
H -0.819 -1.192 -1.338
S 0.923 1.990 -0.626
H 2.206 1.618 -0.534
H 0.950 1.957 -1.965
```

Computed properties:
spin multiplicity	1
frontier orbital gap	10.9	eV
charge	+1

***

[4]
# C2H8NS

A gas-phase ion, C2H8NS (charge +1) in a non-equilibrium geometry (ωB97M-V/def2-TZVPD, the Open Molecules 2025 dataset).

```
12
C2H8NS | the Open Molecules 2025 dataset | ωB97M-V/def2-TZVPD
C 0.716 0.455 0.193
C -0.394 0.464 -0.914
S -0.984 -1.275 -0.999
N 0.133 -0.226 1.396
H 1.089 1.478 0.470
H 1.681 -0.101 -0.222
H -0.078 0.884 -1.848
H -1.217 1.096 -0.675
H -0.791 -1.452 -2.360
H 0.707 -0.387 2.233
H -0.069 -1.147 1.033
H -0.792 0.211 1.694
```

Computed properties:
SMILES string	[NH3+]CCS
spin multiplicity	1
frontier orbital gap	10.1	eV
charge	+1

***

[5]
# C2H8O

2 unconnected molecules or ions with the total composition C2H8O in a non-equilibrium geometry (ωB97M-V/def2-TZVPD, the Open Molecules 2025 dataset).

```
11
C2H8O | the Open Molecules 2025 dataset | ωB97M-V/def2-TZVPD
C -1.047 -1.011 -0.664
C -0.056 -1.491 0.383
H -1.980 -1.586 -0.692
H -0.735 -1.075 -1.707
H -1.423 -0.020 -0.417
H -0.463 -2.188 1.112
H 0.890 -1.824 -0.035
H 0.175 -0.629 1.023
H 0.766 2.452 -0.584
H 0.307 2.024 0.713
O 1.114 2.244 0.281
```

Computed properties:
SMILES string	CC.O
spin multiplicity	1
frontier orbital gap	12.4	eV
charge	0

***

[6]
# C2H8O

2 unconnected molecules or ions with the total composition C2H8O in a non-equilibrium geometry (ωB97M-V/def2-TZVPD, the Open Molecules 2025 dataset).

```
11
C2H8O | the Open Molecules 2025 dataset | ωB97M-V/def2-TZVPD
C -3.486 1.966 0.736
H -2.648 1.295 0.936
H -4.349 1.407 1.087
H -3.350 2.976 1.103
H -3.551 2.009 -0.355
C 3.229 -1.479 -0.437
O 1.803 -1.420 -0.589
H 3.792 -0.685 -0.928
H 3.505 -2.376 -0.993
H 3.471 -1.551 0.620
H 1.584 -2.143 -1.180
```

Computed properties:
SMILES string	CO.C
spin multiplicity	1
frontier orbital gap	11.5	eV
charge	0

***

[7]
# C2H8O2

2 unconnected molecules or ions with the total composition C2H8O2 in a non-equilibrium geometry (ωB97M-V/def2-TZVPD, the Open Molecules 2025 dataset).

```
12
C2H8O2 | the Open Molecules 2025 dataset | ωB97M-V/def2-TZVPD
C 0.005 0.470 -2.068
O -1.076 1.043 -1.339
H 0.060 -0.617 -2.019
H -0.111 0.778 -3.116
H 0.958 0.945 -1.795
H -0.861 0.874 -0.401
C 0.355 -0.900 1.738
O -0.290 0.312 1.345
H 1.285 -1.004 1.182
H 0.627 -0.858 2.794
H -0.286 -1.759 1.548
H -0.666 0.715 2.130
```

Computed properties:
SMILES string	CO.CO
spin multiplicity	1
frontier orbital gap	10.5	eV
charge	0

***

[8]
# C2H8O2

2 unconnected molecules or ions with the total composition C2H8O2 in a non-equilibrium geometry (ωB97M-V/def2-TZVPD, the Open Molecules 2025 dataset).

```
12
C2H8O2 | the Open Molecules 2025 dataset | ωB97M-V/def2-TZVPD
C -1.082 -1.089 0.037
O -0.815 -1.930 -1.109
H -0.144 -1.612 -1.714
H -1.560 -0.207 -0.385
H -1.798 -1.667 0.610
H -0.136 -0.855 0.491
C 1.063 1.257 0.005
O 0.176 1.305 1.113
H 0.494 0.811 1.866
H 0.526 1.896 -0.698
H 1.982 1.815 0.191
H 1.294 0.276 -0.406
```

Computed properties:
SMILES string	CO.CO
spin multiplicity	1
frontier orbital gap	10.9	eV
charge	0

***

[9]
# C2H8O2

2 unconnected molecules or ions with the total composition C2H8O2 in a non-equilibrium geometry (ωB97M-V/def2-TZVPD, the Open Molecules 2025 dataset).

```
12
C2H8O2 | the Open Molecules 2025 dataset | ωB97M-V/def2-TZVPD
C -1.286 -0.866 -0.529
O -2.584 -0.916 0.036
H -0.571 -0.968 0.288
H -1.065 0.079 -1.029
H -1.122 -1.640 -1.277
H -3.106 -1.565 -0.382
C 1.508 1.232 0.269
O 2.115 -0.016 0.633
H 1.134 1.107 -0.746
H 2.264 2.012 0.219
H 0.703 1.570 0.916
H 2.009 -0.029 1.601
```

Computed properties:
SMILES string	CO.CO
spin multiplicity	1
frontier orbital gap	11.2	eV
charge	0

***

[10]
# C2H8O2

2 unconnected molecules or ions with the total composition C2H8O2 in a non-equilibrium geometry (ωB97M-V/def2-TZVPD, the Open Molecules 2025 dataset).

```
12
C2H8O2 | the Open Molecules 2025 dataset | ωB97M-V/def2-TZVPD
C 1.617 1.901 0.267
O 0.943 1.752 -0.989
H 1.374 2.164 -1.756
H 1.031 1.245 0.905
H 1.538 2.955 0.513
H 2.629 1.503 0.282
C -1.094 -1.708 -0.256
O -1.602 -2.106 1.017
H -1.638 -1.364 1.606
H -1.803 -2.119 -0.979
H -0.152 -2.219 -0.429
H -1.041 -0.635 -0.416
```

Computed properties:
SMILES string	CO.CO
spin multiplicity	1
frontier orbital gap	11.0	eV
charge	0

***

| no. | HOMO level (eV) | calculated total energy (eV) |
| --- | --- | --- |
| 1 | -2.35 | -14529.9397 |
| 2 | -13.56 | -14518.6333 |
| 3 | -14.38 | -14521.6459 |
| 4 | -13.90 | -14521.7495 |
| 5 | -11.56 | -4250.8464 |
| 6 | -10.51 | -4250.3914 |
| 7 | -9.82 | -6297.7864 |
| 8 | -10.14 | -6297.2861 |
| 9 | -10.28 | -6297.5324 |
| 10 | -10.18 | -6297.4639 |